Entry 1:
This record from OMol25 describes 6 unconnected molecules or ions with the total composition C36H59BO10. The level of theory is ωB97M-V/def2-TZVPD.

XYZ file:
```
106
Properties=species:S:1:pos:R:3:lowdin_charge:R:1
C -9.3175 -0.3278 1.8891 -0.080
C -8.2356 -1.1368 1.0891 -0.237
C -8.5465 -2.3096 0.2631 -0.065
C -7.5161 -3.0680 -0.4714 -0.077
C -6.1226 -2.6424 -0.3444 -0.052
C -5.8249 -1.4846 0.5012 -0.215
C -4.3010 -1.0790 0.6409 -0.123
B -4.0120 0.4645 0.3064 -0.098
C -2.6870 1.2932 0.6865 -0.164
C -2.4496 1.5011 2.2400 -0.169
C -2.2628 0.1844 3.0605 -0.214
C -2.8662 0.0171 4.3856 -0.048
C -2.7049 -1.2571 5.1192 -0.085
C -1.9254 -2.3657 4.5443 -0.082
C -1.2991 -2.2151 3.2064 -0.057
C -1.4944 -0.9555 2.5019 -0.053
C -6.8241 -0.6910 1.2175 0.002
H -8.8439 0.5769 2.3480 0.069
H -9.6300 -1.0011 2.7445 0.083
H -10.2329 -0.0939 1.2874 0.075
H -9.6138 -2.6293 0.2092 0.095
H -7.8202 -3.9456 -1.0901 0.091
H -5.3122 -3.1898 -0.8826 0.100
H -4.0138 -1.3792 1.6940 0.105
H -3.6406 -1.7130 -0.0304 0.116
H -4.8471 1.0455 -0.3219 0.076
H -2.7920 2.3321 0.2477 0.065
H -1.7483 0.8642 0.2387 0.098
H -1.5110 2.1111 2.3996 0.122
H -3.3248 2.0555 2.6864 0.113
H -3.4570 0.8810 4.7874 0.099
H -3.2097 -1.3207 6.1109 0.087
H -1.8226 -3.3152 5.1168 0.089
H -0.6956 -3.0826 2.7948 0.090
H -1.0659 -0.8119 1.4825 0.095
H -6.5577 0.2002 1.8317 0.113
O -2.7482 4.4468 0.0697 0.088
C -2.5283 5.2935 0.9006 -0.508
O -2.6000 4.9798 2.2065 -0.008
C -2.2040 5.8534 3.2757 -0.220
C -3.3166 6.8183 3.6334 -0.073
C -2.2576 6.7190 0.5014 0.016
H -1.2690 6.3619 3.0402 0.104
H -1.9995 5.2091 4.1325 0.123
H -3.5687 7.4703 2.7958 0.065
H -3.0273 7.4419 4.4806 0.078
H -4.2251 6.2700 3.8933 0.082
H -3.2052 7.2157 0.2914 0.100
H -1.6464 6.7121 -0.4022 0.096
H -1.7033 7.2877 1.2433 0.038
O -1.0889 8.7910 2.6735 0.082
C -1.1553 9.9616 2.3905 -0.503
O -0.8971 10.3593 1.1343 0.007
C -1.1023 11.6936 0.6513 -0.227
C 0.0795 12.5831 0.9826 -0.065
C -1.4412 10.9961 3.4468 0.019
H -2.0483 12.0990 1.0146 0.115
H -1.1962 11.6123 -0.4323 0.124
H 0.2242 12.6768 2.0601 0.068
H -0.0633 13.5813 0.5656 0.083
H 0.9993 12.1595 0.5750 0.086
H -0.5223 11.2111 3.9918 0.101
H -2.1816 10.5877 4.1355 0.093
H -1.8601 11.9215 3.0589 0.070
O 1.2207 -4.4665 1.9978 0.080
C 1.7936 -3.8215 1.1538 -0.526
O 2.8613 -3.0827 1.4873 0.012
C 3.7064 -2.4133 0.5414 -0.235
C 3.1224 -1.0688 0.1476 -0.064
C 1.2737 -3.7650 -0.2583 0.012
H 3.9121 -3.0476 -0.3135 0.072
H 4.6609 -2.2546 1.0451 0.127
H 2.1535 -1.1784 -0.3433 0.064
H 3.7961 -0.5426 -0.5314 0.078
H 2.9602 -0.4494 1.0327 0.081
H 0.4543 -3.0467 -0.3067 0.090
H 0.9025 -4.7545 -0.5268 0.091
H 2.0279 -3.5096 -0.9971 0.059
O 4.9087 -4.7779 -0.6583 0.093
C 4.6245 -5.3466 -1.6853 -0.501
O 3.3394 -5.4307 -2.0685 -0.014
C 2.9090 -5.9368 -3.3401 -0.219
C 2.8162 -7.4493 -3.3240 -0.058
C 5.6786 -6.0396 -2.5050 0.009
H 3.5456 -5.5641 -4.1444 0.119
H 1.9158 -5.5187 -3.5120 0.123
H 3.7867 -7.9103 -3.1344 0.071
H 2.4386 -7.8201 -4.2781 0.084
H 2.1466 -7.7799 -2.5273 0.085
H 5.8914 -7.0126 -2.0630 0.105
H 6.5833 -5.4298 -2.4874 0.096
H 5.4150 -6.1654 -3.5508 0.048
O 6.6563 -7.6356 -4.9609 0.086
C 7.7357 -7.2220 -5.3014 -0.524
O 7.8157 -6.1979 -6.1688 0.001
C 9.0340 -5.5258 -6.5138 -0.230
C 9.7799 -6.2701 -7.6036 -0.065
C 9.0017 -7.8914 -4.8342 0.015
H 9.6479 -5.3515 -5.6283 0.115
H 8.7427 -4.5431 -6.8868 0.123
H 10.0740 -7.2698 -7.2803 0.067
H 10.6782 -5.7235 -7.8954 0.083
H 9.1432 -6.3954 -8.4815 0.085
H 9.1822 -8.7762 -5.4443 0.099
H 8.8674 -8.1920 -3.7946 0.094
H 9.8779 -7.2479 -4.8571 0.069
```

Properties
Kohn-Sham gap: 8.41 eV
Energy: -2184.29898 a.u.
SMILES string: Cc1cccc(CBCCc2ccccc2)c1.CCOC(C)=O.CCOC(C)=O.CCOC(C)=O.CCOC(C)=O.CCOC(C)=O

---

Entry 2:
This record from OMol25 describes 10 unconnected molecules or ions with the total composition C36H59Cl18N3O4S. The level of theory is ωB97M-V/def2-TZVPD.

XYZ file:
```
121
Properties=species:S:1:pos:R:3:lowdin_charge:R:1
O 5.8202 -4.4507 4.5386 0.118
C 5.1809 -3.6981 3.8668 -0.525
O 3.8872 -3.4893 4.1985 0.104
C 5.8289 -2.9694 2.7027 -0.089
C 5.5242 -3.5408 1.2978 -0.076
C 4.2314 -3.1097 0.6160 -0.408
C 4.1582 -1.7229 -0.0552 -0.118
C 4.8017 -0.5552 0.7043 -0.200
C 4.4131 0.8113 0.1038 -0.241
C 3.4951 1.6294 1.0389 -0.423
S 1.9310 2.1638 0.2608 0.958
C 0.7360 1.3626 1.2368 -0.674
N 0.8963 0.5471 2.2274 0.048
N -0.3753 0.1795 2.6476 0.057
C -1.1992 0.7983 1.8805 -0.204
O -0.5782 1.5780 0.9629 0.020
C 2.8788 -3.4902 1.2809 -0.032
C 2.0344 -4.1701 0.1501 -0.201
C 0.6059 -3.6868 0.1189 -0.163
C 0.2825 -2.3470 -0.1326 -0.021
C -1.0639 -2.0404 -0.0968 -0.071
C -2.0515 -2.9764 0.1691 -0.262
N -1.7542 -4.2602 0.3710 0.071
C -0.4563 -4.5554 0.3372 -0.099
C 2.9013 -3.9785 -1.0852 -0.164
O 4.2068 -4.0201 -0.5297 -0.112
H 3.5762 -2.6690 3.7932 0.103
H 5.6136 -1.9030 2.8052 0.070
H 6.8993 -3.0783 2.8650 0.122
H 5.4930 -4.6279 1.4048 0.137
H 6.3603 -3.3364 0.6268 0.131
H 4.6610 -1.7993 -1.0216 0.139
H 3.1062 -1.4712 -0.1996 0.074
H 4.4149 -0.5738 1.7306 0.091
H 5.8826 -0.6857 0.7756 0.084
H 3.8909 0.6297 -0.8358 0.045
H 5.3089 1.4034 -0.0947 0.038
H 3.2426 1.0828 1.9469 0.062
H 3.9892 2.5505 1.3492 0.060
H -2.2695 0.7109 1.9657 0.139
H 3.0533 -4.2978 1.9912 0.117
H 2.4031 -2.6474 1.7873 0.123
H 1.9532 -5.2327 0.3838 0.137
H 1.0394 -1.6033 -0.3458 0.069
H -1.3668 -1.0092 -0.2607 0.095
H -3.1053 -2.6529 0.2180 -0.004
H -0.2000 -5.6028 0.5002 0.115
H 2.9216 -4.8467 -1.7509 0.133
H 2.6658 -3.1297 -1.7346 0.070
Cl -3.7558 0.9548 5.7471 0.522
C -2.0136 1.2110 5.4435 -0.677
C -1.1880 1.0407 6.6903 -0.658
Cl -1.4780 2.3418 7.8770 0.530
H -1.8904 2.2035 5.0165 0.067
H -1.7087 0.4769 4.7003 0.037
H -0.1307 1.0751 6.4332 0.074
H -1.3936 0.0907 7.1769 0.070
Cl 2.0766 -0.3182 -2.6315 0.622
C 1.4269 -0.5088 -4.2840 -0.630
C 0.3059 -1.5118 -4.3436 -0.662
Cl 0.8807 -3.1774 -4.0582 0.574
H 2.2495 -0.7890 -4.9377 0.073
H 1.0601 0.4674 -4.5914 0.018
H -0.1463 -1.4942 -5.3335 -0.005
H -0.4682 -1.2942 -3.6110 0.071
Cl 7.8069 1.7377 0.0688 0.588
C 7.4739 2.6748 1.5491 -0.636
C 8.0593 2.0340 2.7813 -0.646
Cl 7.2364 0.5141 3.2108 0.586
H 6.3957 2.7932 1.6346 0.052
H 7.9176 3.6586 1.4049 0.075
H 7.9459 2.7058 3.6307 0.074
H 9.1168 1.8177 2.6523 0.070
Cl 1.2794 6.1001 0.2911 0.529
C -0.2453 6.1799 -0.6364 -0.675
C -0.7669 4.8122 -0.9927 -0.649
Cl 0.2693 3.9873 -2.1854 0.522
H -0.0687 6.7800 -1.5280 -0.026
H -0.9693 6.6989 -0.0092 0.076
H -1.7563 4.9038 -1.4392 0.076
H -0.8437 4.1709 -0.1170 0.052
Cl -4.0518 -2.7891 2.0132 0.682
C -5.5843 -2.4343 2.8689 -0.687
C -6.7277 -3.2268 2.2882 -0.667
Cl -7.1437 -2.6798 0.6400 0.535
H -5.7601 -1.3653 2.8133 0.023
H -5.4357 -2.6995 3.9138 0.052
H -7.6182 -3.0993 2.8965 0.029
H -6.4944 -4.2879 2.2421 0.071
Cl -4.9412 -3.0416 -4.1880 0.534
C -6.4890 -2.7118 -3.3675 -0.673
C -7.6263 -3.5052 -3.9559 -0.665
Cl -8.0439 -2.9668 -5.6044 0.529
H -6.6774 -1.6426 -3.4246 0.068
H -6.3563 -2.9817 -2.3208 0.040
H -8.5177 -3.3739 -3.3445 0.071
H -7.3911 -4.5655 -3.9980 0.069
Cl -0.8592 2.2170 -5.5595 0.566
C -1.4617 1.9969 -7.2232 -0.647
C -2.5346 0.9421 -7.3050 -0.645
Cl -1.9084 -0.7033 -7.0116 0.585
H -0.6146 1.7552 -7.8604 0.070
H -1.8682 2.9561 -7.5394 0.073
H -2.9676 0.9365 -8.3039 0.073
H -3.3293 1.1296 -6.5873 0.070
Cl -8.0563 0.7464 2.1002 0.550
C -9.0556 0.7208 3.5751 -0.651
C -8.2346 0.4416 4.8062 -0.627
Cl -7.6089 -1.2291 4.8313 0.632
H -9.8371 -0.0228 3.4394 0.070
H -9.5228 1.7005 3.6617 0.073
H -8.8502 0.5626 5.6960 0.075
H -7.3862 1.1174 4.8827 0.067
Cl 1.9963 6.8015 -6.2030 0.542
C 1.5695 8.3058 -5.3496 -0.666
C 1.1383 8.0494 -3.9288 -0.638
Cl -0.4275 7.1992 -3.8463 0.582
H 0.7889 8.8050 -5.9181 0.067
H 2.4568 8.9368 -5.3535 0.073
H 1.0137 8.9966 -3.4059 0.078
H 1.8720 7.4534 -3.3898 0.074
```

Properties
Kohn-Sham gap: 9.10 eV
Energy: -10554.00925 a.u.
SMILES string: O=C(O)CC[C@]1(CCCCSc2nnco2)C[C@@H](c2cccnc2)CO1.ClCCCl.ClCCCl.ClCCCl.ClCCCl.ClCCCl.ClCCCl.ClCCCl.ClCCCl.ClCCCl

---

Number 1: lowest unoccupied orbital energy 0.48 eV. Number 2: lowest unoccupied orbital energy 0.24 eV.